Record 1
Entry from the Open Molecules 2025 dataset: a structure of composition C28H61IInN8O11 (the ωB97M-V functional and the def2-TZVPD basis).

Structure (XYZ):
```
110
Properties=species:S:1:pos:R:3:mulliken_charge:R:1
C 2.043 -1.129 -1.468 -0.965
C 1.319 -0.787 -2.741 0.546
O 0.828 -1.627 -3.446 -0.546
O 1.294 0.534 -3.146 -0.287
C 0.285 1.408 -2.655 0.488
O -0.237 2.106 -3.479 -0.591
C 0.003 1.412 -1.226 -0.978
In -2.132 0.915 -0.691 1.317
C -2.424 -1.284 -0.837 -0.868
N -2.527 -1.865 -2.201 -0.374
C -3.636 2.043 -1.978 -1.043
C -4.848 1.265 -2.081 0.386
O -5.697 1.061 -1.277 -0.521
I -5.137 0.285 -4.059 -0.201
H 1.311 -1.534 -0.769 0.335
H 2.770 -1.909 -1.680 0.321
H 2.554 -0.302 -0.994 0.386
H 0.624 0.740 -0.644 0.130
H 0.176 2.424 -0.862 0.417
H -2.428 1.372 0.930 -0.487
H -1.580 -1.741 -0.307 0.265
H -3.338 -1.513 -0.282 0.199
H -2.465 -1.159 -2.920 0.108
H -1.765 -2.505 -2.377 0.217
H -3.235 2.312 -2.950 0.416
H -3.845 2.949 -1.408 0.328
C 4.732 -1.195 3.003 -1.259
C 4.312 -1.616 1.615 0.796
O 4.100 -0.819 0.717 -0.569
N 4.182 -2.954 1.385 -0.143
C 4.389 -4.048 2.308 -0.936
H 4.798 -0.111 3.031 0.168
H 4.012 -1.527 3.752 0.390
H 5.714 -1.608 3.239 0.395
H 3.901 -3.175 0.443 0.208
H 5.172 -4.717 1.946 0.287
H 3.473 -4.631 2.428 0.296
H 4.684 -3.670 3.281 0.354
C 7.217 1.662 0.194 -1.462
C 6.733 2.216 1.513 1.036
O 7.210 1.853 2.584 -0.683
N 5.739 3.129 1.491 0.063
C 5.034 3.684 0.354 -0.969
H 8.003 0.942 0.400 0.306
H 6.403 1.162 -0.333 0.314
H 7.618 2.455 -0.439 0.425
H 5.451 3.431 2.410 0.000
H 5.147 4.769 0.327 0.307
H 3.970 3.456 0.421 0.291
H 5.421 3.269 -0.572 0.365
C 2.240 3.593 -8.389 -1.217
C 2.066 4.204 -7.013 0.761
O 2.337 5.381 -6.806 -0.681
N 1.604 3.396 -6.037 -0.075
C 1.242 1.991 -6.113 -0.680
H 2.616 4.367 -9.053 0.303
H 2.952 2.768 -8.363 0.332
H 1.290 3.222 -8.774 0.333
H 1.498 3.846 -5.140 0.186
H 0.202 1.863 -5.828 0.250
H 1.849 1.410 -5.421 0.144
H 1.393 1.610 -7.119 0.356
C -7.580 -1.798 -1.846 -1.128
C -8.053 -2.135 -3.242 0.685
O -8.356 -1.266 -4.039 -0.645
N -8.109 -3.454 -3.582 -0.121
C -7.762 -4.600 -2.763 -0.794
H -7.575 -0.717 -1.742 0.185
H -8.241 -2.233 -1.093 0.418
H -6.565 -2.163 -1.685 0.361
H -8.427 -3.615 -4.524 0.224
H -6.966 -5.177 -3.226 0.328
H -8.635 -5.248 -2.632 0.269
H -7.419 -4.273 -1.788 0.240
C -4.161 -6.275 -0.058 -1.276
C -4.674 -6.721 -1.409 0.785
O -5.041 -5.922 -2.247 -0.638
N -4.710 -8.063 -1.659 -0.165
C -4.314 -9.146 -0.786 -0.846
H -4.196 -5.191 -0.031 0.260
H -4.779 -6.675 0.748 0.360
H -3.130 -6.599 0.094 0.382
H -5.058 -8.292 -2.576 0.233
H -3.512 -9.734 -1.236 0.285
H -5.155 -9.814 -0.589 0.277
H -3.960 -8.753 0.162 0.313
C 5.135 4.347 5.405 -1.273
C 3.707 4.406 4.910 0.961
O 3.393 4.086 3.776 -0.624
N 2.759 4.825 5.792 -0.184
C 2.926 5.234 7.169 -0.890
H 5.771 3.988 4.601 0.197
H 5.481 5.335 5.714 0.371
H 5.226 3.663 6.249 0.348
H 1.832 4.837 5.397 0.207
H 2.346 4.592 7.836 0.276
H 2.584 6.261 7.310 0.311
H 3.970 5.175 7.457 0.314
C 0.091 1.956 4.781 -0.869
C -1.339 2.023 4.287 0.638
O -1.646 1.738 3.151 -0.499
N -2.289 2.439 5.184 -0.160
C -2.114 2.822 6.565 -0.849
H 0.722 1.620 3.964 0.274
H 0.432 2.942 5.097 -0.004
H 0.189 1.258 5.615 0.364
H -3.217 2.468 4.791 0.239
H -2.698 2.180 7.227 0.282
H -2.435 3.854 6.729 0.275
H -1.069 2.741 6.847 0.309
```

## Properties
* total charge: -1
* Kohn-Sham gap: 0.2200 Ha
* multiplicity: 1

Record 2
Entry from the Open Molecules 2025 dataset: a cluster of 7 separate species, C28H62ClFN10O11PS in total at a distorted geometry (the ωB97M-V functional and the def2-TZVPD basis).

Structure (XYZ):
```
115
Properties=species:S:1:pos:R:3:mulliken_charge:R:1
N 5.365 -0.239 1.508 -0.305
P 5.928 -0.724 0.001 0.029
O 5.477 -2.294 0.045 -0.468
C 4.569 -0.060 -1.201 0.888
C 3.500 0.769 -0.472 -1.868
C 2.517 -0.041 0.393 -1.166
C 1.011 -0.049 0.012 -0.817
C 0.566 0.525 -1.331 0.125
S -0.223 -0.595 -2.463 1.157
O -0.115 -0.016 -3.767 -0.623
O -1.522 -0.931 -1.977 -0.527
Cl 0.862 -2.328 -2.552 -0.264
C 3.914 -1.152 -2.023 -1.524
N 4.831 -1.924 -2.863 -0.199
C 6.105 -1.343 -3.288 -1.065
C 6.389 0.132 -2.931 -0.470
N 5.238 0.840 -2.274 0.187
C 5.548 2.215 -1.760 0.110
O 4.751 3.065 -1.943 -0.482
N 6.707 2.330 -1.041 0.048
C 7.056 3.714 -0.754 0.459
O 7.017 4.219 0.298 -0.368
F 7.459 4.309 -1.876 -0.202
H 5.974 0.459 1.914 0.289
H 5.229 -0.996 2.174 0.072
H 6.141 -2.850 -0.369 0.298
H 4.027 1.456 0.193 0.548
H 3.009 1.409 -1.209 1.438
H 2.593 0.349 1.403 0.514
H 2.863 -1.070 0.485 0.454
H 0.638 -1.074 0.079 0.396
H 0.476 0.474 0.803 0.194
H -0.266 1.233 -1.212 -0.174
H 1.320 1.037 -1.921 0.333
H 3.148 -0.662 -2.649 0.775
H 3.369 -1.824 -1.368 0.485
H 4.333 -2.235 -3.682 0.393
H 6.219 -1.456 -4.364 0.371
H 6.924 -1.920 -2.848 0.290
H 6.631 0.704 -3.828 0.544
H 7.250 0.181 -2.279 0.390
H 4.517 0.983 -2.988 0.557
H 7.507 1.856 -1.443 0.241
C -2.365 3.798 -1.851 -0.096
O -1.303 3.300 -1.483 -0.579
N -3.424 3.081 -2.246 0.310
C -4.684 3.673 -2.671 -0.720
C -3.244 1.644 -2.225 -0.245
H -2.527 4.885 -1.880 0.296
H -5.496 3.336 -2.027 0.258
H -4.912 3.392 -3.696 0.295
H -4.618 4.757 -2.609 0.229
H -2.978 1.328 -1.215 -0.088
H -2.415 1.382 -2.882 0.162
H -4.146 1.126 -2.542 0.133
C -1.157 -0.196 3.386 0.094
O -0.166 0.209 2.799 -0.622
N -2.411 0.163 3.071 0.141
C -3.564 -0.329 3.797 -0.945
C -2.608 1.080 1.958 -0.757
H -1.098 -0.897 4.233 0.282
H -4.233 -0.879 3.132 0.339
H -4.119 0.496 4.245 0.340
H -3.234 -0.998 4.590 0.291
H -2.212 0.651 1.036 0.045
H -2.093 2.024 2.138 0.339
H -3.672 1.266 1.837 0.396
C 4.290 -3.636 3.586 0.091
O 4.952 -2.859 4.252 -0.664
N 4.612 -4.921 3.360 0.233
C 3.791 -5.790 2.546 -1.004
C 5.830 -5.447 3.968 -0.942
H 3.347 -3.327 3.100 0.368
H 3.436 -6.644 3.125 0.342
H 4.355 -6.165 1.689 0.336
H 2.928 -5.236 2.179 0.330
H 5.792 -5.369 5.056 0.307
H 6.699 -4.885 3.624 0.266
H 5.939 -6.492 3.688 0.394
C -7.770 2.444 -5.117 0.072
O -7.020 3.104 -4.419 -0.582
N -7.591 1.143 -5.397 0.147
C -8.508 0.399 -6.237 -0.942
C -6.434 0.468 -4.834 -0.886
H -8.671 2.872 -5.588 0.261
H -8.947 -0.435 -5.687 0.340
H -7.994 0.004 -7.116 0.334
H -9.309 1.056 -6.570 0.309
H -6.463 0.510 -3.744 0.269
H -5.511 0.946 -5.165 0.278
H -6.437 -0.570 -5.155 0.403
C 4.832 -6.547 8.234 0.108
O 5.792 -6.154 7.598 -0.568
N 3.573 -6.101 8.046 0.159
C 2.446 -6.608 8.798 -0.909
C 3.374 -5.076 7.039 -0.796
H 4.912 -7.318 9.017 0.253
H 1.706 -7.059 8.133 0.324
H 1.962 -5.808 9.362 0.322
H 2.790 -7.366 9.499 0.297
H 3.728 -5.436 6.071 0.062
H 3.949 -4.181 7.282 0.330
H 2.318 -4.824 6.975 0.385
C -7.875 5.808 -2.759 0.651
O -6.759 6.285 -2.647 -0.669
N -8.963 6.309 -2.137 0.071
C -10.274 5.720 -2.291 -0.875
C -8.801 7.478 -1.291 -0.946
H -8.079 4.920 -3.374 -0.114
H -10.978 6.436 -2.721 0.338
H -10.668 5.385 -1.329 0.339
H -10.205 4.860 -2.955 0.262
H -8.408 8.317 -1.866 0.289
H -8.099 7.273 -0.482 0.284
H -9.767 7.749 -0.871 0.381
```

## Properties
* total charge: +1
* Kohn-Sham gap: 0.2864 Ha
* multiplicity: 1